Entry from the Open Molecules 2025 dataset: C51H43BrF4InN4O4P2Si as an isolated structure (ωB97M-V/def2-TZVPD).

Structure (XYZ):
```
111
Properties=species:S:1:pos:R:3
In -0.291 0.230 -0.290
F 1.029 2.155 7.449
C 1.099 1.769 6.190
C 2.173 1.020 5.750
F 3.141 0.683 6.587
C 2.222 0.624 4.426
F 3.285 -0.098 4.065
C 1.234 0.954 3.500
P 1.503 0.406 1.769
C 3.101 1.185 1.389
C 3.048 2.533 1.028
C 4.216 3.250 0.817
C 5.445 2.623 0.964
C 5.503 1.279 1.306
C 4.338 0.558 1.515
C 1.737 -1.385 1.898
C 1.034 -2.138 2.832
C 1.098 -3.521 2.796
C 1.859 -4.163 1.829
C 2.558 -3.417 0.891
C 2.491 -2.032 0.922
C 0.155 1.709 3.970
Br -1.277 2.256 2.891
C 0.097 2.109 5.295
F -0.921 2.830 5.749
H 2.092 3.039 0.930
H 4.162 4.297 0.549
H 6.359 3.183 0.813
H 6.460 0.787 1.419
H 4.399 -0.482 1.804
H 0.404 -1.652 3.566
H 0.538 -4.099 3.519
H 1.910 -5.244 1.810
H 3.160 -3.911 0.138
H 3.051 -1.458 0.198
N 1.550 -1.225 -2.689
P 2.072 0.241 -1.981
C 1.838 1.485 -3.270
C 1.545 2.785 -2.888
C 1.400 3.786 -3.841
C 1.557 3.481 -5.182
C 1.875 2.184 -5.573
C 2.025 1.191 -4.623
C 3.878 0.018 -2.017
C 4.448 -1.247 -1.874
C 5.826 -1.399 -1.912
C 6.641 -0.292 -2.099
C 6.078 0.968 -2.242
C 4.702 1.127 -2.198
C 0.818 -2.213 -2.046
C 0.859 -3.518 -2.549
C 0.146 -4.506 -1.911
C -0.577 -4.190 -0.762
C -0.572 -2.890 -0.328
N 0.087 -1.900 -0.970
H 2.061 -1.564 -3.491
H 1.431 3.034 -1.843
H 1.154 4.791 -3.526
H 1.437 4.253 -5.931
H 2.007 1.950 -6.621
H 2.287 0.190 -4.945
H 3.822 -2.121 -1.733
H 6.262 -2.384 -1.806
H 7.716 -0.413 -2.141
H 6.713 1.832 -2.389
H 4.274 2.114 -2.314
H 1.453 -3.728 -3.428
H 0.164 -5.518 -2.293
H -1.129 -4.934 -0.208
H -1.082 -2.613 0.590
C -1.795 1.263 -4.469
Si -2.452 0.772 -2.786
C -2.440 -1.098 -2.705
C -4.237 1.275 -2.513
N -1.420 1.418 -1.504
C -1.347 2.817 -1.314
C -0.555 3.365 -0.308
C -0.460 4.731 -0.093
C -1.163 5.613 -0.896
C -1.962 5.091 -1.904
C -2.056 3.725 -2.112
H -2.556 1.116 -5.239
H -0.937 0.635 -4.724
H -1.462 2.299 -4.518
H -3.232 -1.429 -3.384
H -2.692 -1.501 -1.720
H -1.512 -1.550 -3.056
H -4.786 1.231 -3.457
H -4.367 2.275 -2.098
H -4.714 0.570 -1.826
H 0.006 2.708 0.350
H 0.156 5.100 0.719
H -1.106 6.680 -0.731
H -2.536 5.755 -2.537
H -2.706 3.380 -2.903
O -2.413 -2.174 2.323
C -2.375 -1.067 1.820
O -1.256 -0.540 1.379
C -3.634 -0.253 1.676
C -4.824 -0.783 2.173
C -6.012 -0.078 2.072
C -6.030 1.178 1.482
C -4.836 1.689 1.012
C -3.641 1.000 1.084
N -4.816 3.049 0.440
O -3.732 3.596 0.345
O -5.874 3.530 0.091
H -4.794 -1.759 2.637
H -6.929 -0.501 2.460
H -6.936 1.760 1.393
H -2.754 1.456 0.676
```

Output
Frontier orbital gap   7.5 eV
2S+1   1
Net charge   +1
Energy relative to the best compared isomer or geometry (same formula, charge and spin)   72.6 kJ/mol
HOMO   -10.1 eV